(1)
{
  "formula": "C5H14N2",
  "method": "the ωB97M-V functional and the def2-TZVPD basis",
  "lumo_ev": -3.29,
  "energy_ev": -8382.89265,
  "homo_lumo_gap_ev": 2.91,
  "relative_energy_kj_mol": 938.4,
  "elements": ["C", "N", "C", "C", "C", "N", "C", "H", "H", "H", "H", "H", "H", "H", "H", "H", "H", "H", "H", "H", "H"],
  "positions_angstrom": [[1.75, -0.19, -3.12], [0.70, -0.63, -2.26], [-0.11, 0.42, -1.81], [-0.16, -1.73, 1.21], [0.65, -0.98, 1.96], [-0.53, 1.29, 2.54], [-1.78, 0.92, 1.89], [2.39, -1.01, -3.45], [1.42, 0.41, -3.98], [2.34, 0.53, -2.52], [-1.01, 0.55, -2.45], [0.49, 1.33, -1.73], [-0.62, 0.15, -0.87], [-0.86, -2.38, 1.71], [0.01, -1.80, 0.14], [1.57, -0.52, 1.62], [0.44, -0.87, 3.01], [-0.70, 2.24, 2.90], [-1.59, -0.07, 2.34], [-1.69, 0.87, 0.78], [-2.69, 1.49, 2.11]]
}

***

(2)
{
  "formula": "C5H13NOS",
  "method": "the ωB97M-V functional and the def2-TZVPD basis",
  "lumo_ev": 0.85,
  "energy_ev": -19767.26230,
  "smiles": "OCNCCCCS",
  "homo_lumo_gap_ev": 9.88,
  "relative_energy_kj_mol": 177.5,
  "elements": ["O", "C", "N", "C", "C", "C", "C", "S", "H", "H", "H", "H", "H", "H", "H", "H", "H", "H", "H", "H", "H"],
  "positions_angstrom": [[0.77, 2.52, -2.80], [0.88, 1.28, -2.12], [-0.33, 1.03, -1.36], [-0.67, -0.37, -1.09], [-1.02, -0.67, 0.39], [0.20, -0.14, 1.28], [0.55, -0.83, 2.58], [-0.63, -2.17, 3.27], [0.10, 2.31, -3.47], [1.79, 1.43, -1.49], [1.12, 0.37, -2.67], [-0.33, 1.65, -0.56], [-1.57, -0.58, -1.69], [0.15, -1.05, -1.38], [-1.84, 0.00, 0.66], [-1.33, -1.68, 0.53], [1.02, -0.23, 0.55], [0.07, 0.95, 1.32], [1.57, -1.28, 2.57], [0.59, -0.14, 3.41], [-1.09, -2.42, 2.09]]
}

***

(3)
{
  "formula": "C6H14NO",
  "method": "the ωB97M-V functional and the def2-TZVPD basis",
  "lumo_ev": 3.11,
  "energy_ev": -9980.37561,
  "homo_lumo_gap_ev": 5.34,
  "total_charge": -1,
  "relative_energy_kj_mol": 602.8,
  "elements": ["C", "C", "C", "O", "C", "N", "C", "C", "H", "H", "H", "H", "H", "H", "H", "H", "H", "H", "H", "H", "H", "H"],
  "positions_angstrom": [[0.82, -0.88, -0.75], [-0.55, -1.36, -1.11], [-0.91, -1.55, -2.61], [-0.06, -0.97, -3.47], [-0.37, 0.08, -0.72], [0.25, 0.80, 2.81], [0.81, 1.94, 2.64], [0.12, 3.28, 2.39], [1.39, -1.10, -1.63], [1.19, -1.11, 0.25], [-0.20, -4.37, -1.17], [-1.27, -1.81, -0.45], [-1.01, -2.66, -2.76], [-1.95, -1.16, -2.70], [-0.74, 0.30, 0.27], [-0.15, 0.87, -1.44], [0.53, -4.36, -0.97], [0.26, 1.14, 1.70], [1.91, 2.11, 2.76], [0.70, 3.81, 1.63], [-0.90, 3.16, 2.00], [0.14, 3.84, 3.32]]
}

***

(4)
{
  "formula": "C19H25O4RuSi2",
  "method": "the ωB97M-V functional and the def2-TZVPD basis",
  "lumo_ev": [4.50, 4.50],
  "s2": 0.769,
  "energy_ev": -46635.95852,
  "homo_lumo_gap_ev": [3.70, 3.35],
  "total_charge": -2,
  "spin_multiplicity": 2,
  "relative_energy_kj_mol": 0.0,
  "elements": ["Ru", "C", "O", "C", "C", "C", "C", "C", "C", "O", "C", "O", "C", "H", "H", "H", "H", "H", "H", "H", "H", "H", "C", "Si", "C", "C", "C", "C", "C", "C", "C", "Si", "C", "C", "H", "H", "H", "H", "H", "H", "H", "H", "H", "H", "H", "H", "H", "H", "H", "H", "O"],
  "positions_angstrom": [[0.11, 0.87, -0.43], [-6.91, 2.24, 0.29], [-6.74, 0.99, 0.91], [-5.45, 0.49, 0.94], [-5.32, -0.76, 1.56], [-4.06, -1.31, 1.64], [-2.90, -0.69, 1.13], [-1.60, -1.33, 1.25], [-1.47, -2.64, 2.02], [-0.55, -0.91, 0.75], [-3.04, 0.60, 0.46], [-2.09, 1.24, -0.06], [-4.37, 1.15, 0.41], [-7.97, 2.48, 0.36], [-6.61, 2.22, -0.76], [-6.33, 3.02, 0.79], [-6.19, -1.26, 1.97], [-3.97, -2.27, 2.11], [-2.08, -2.69, 2.92], [-0.42, -2.75, 2.30], [-1.74, -3.48, 1.38], [-4.44, 2.11, -0.08], [2.22, 0.11, 2.34], [2.12, 1.03, 0.65], [2.66, 2.81, 1.11], [3.66, 0.33, -0.26], [5.00, 0.40, 0.14], [6.01, -0.17, -0.63], [5.69, -0.83, -1.81], [4.36, -0.91, -2.22], [3.34, -0.34, -1.46], [1.45, -0.35, -1.83], [1.08, -2.24, -1.89], [1.37, 0.15, -3.68], [3.20, 0.25, 2.81], [2.06, -0.96, 2.20], [1.45, 0.48, 3.03], [3.65, 2.84, 1.59], [1.92, 3.25, 1.79], [2.67, 3.42, 0.21], [5.26, 0.91, 1.06], [7.05, -0.11, -0.31], [6.48, -1.28, -2.41], [4.12, -1.43, -3.14], [1.75, -2.76, -2.59], [0.05, -2.41, -2.21], [1.20, -2.69, -0.90], [2.05, -0.43, -4.31], [1.60, 1.21, -3.77], [0.35, 0.01, -4.05], [0.29, 2.43, -1.34]]
}